#w
Computed, not measured: a 2-piece molecular cluster, C6H9NO overall, with the ωB97M-V functional and the def2-TZVPD basis.

Element x y z (Å)
C 1.267 -0.475 1.126
C 0.941 0.089 -0.224
C 0.318 1.248 -0.460
C -0.260 2.166 0.560
H 1.575 -1.513 1.048
H 2.106 0.081 1.562
H 0.416 -0.371 1.813
H 1.418 -0.416 -1.056
H 0.305 1.630 -1.471
H -1.222 2.549 0.220
H 0.406 3.032 0.686
H -0.392 1.682 1.531
C -1.058 -3.076 -0.866
C -1.505 -1.971 -1.115
N -1.728 -0.820 -1.702
O -1.720 0.247 -1.067
H -0.868 -4.081 -0.582

SMILES: C/C=C\C.C#CN=O
orbital gap (spin up / spin down): 0.27191 / 0.27182 Ha

---

#x
Computed, not measured: a 2-piece molecular cluster, C6H9NO overall, with the ωB97M-V functional and the def2-TZVPD basis.

Element x y z (Å)
C -2.261 -0.781 0.987
C -1.067 -1.344 0.109
C 0.244 -0.384 -0.140
C 0.886 0.268 0.913
C 1.940 0.981 0.381
C 0.886 -0.032 -1.338
H -1.966 0.022 1.842
H -2.887 -1.718 1.398
H -2.711 -0.145 0.126
H -0.584 -2.082 1.032
H -1.405 -1.787 -0.785
H 1.210 -0.390 1.810
H 2.924 1.381 0.779
H 0.666 2.579 -2.126
H 0.406 0.353 -2.317
N 1.729 0.926 -0.887
O 1.990 2.154 -1.784

orbital gap: 0.28584 Ha

---

#y
Computed, not measured: one molecule with the formula C6H9NO, with the ωB97M-V functional and the def2-TZVPD basis.

Element x y z (Å)
C -2.163 -0.997 -0.168
C -0.994 -0.478 0.221
C -0.806 1.055 0.369
N 0.567 1.367 0.288
C 0.959 0.337 -0.596
C 1.829 -0.946 -0.536
C 0.462 -0.828 0.129
O 0.725 -0.830 1.586
H -2.428 -2.034 -0.427
H -2.887 -0.106 -0.333
H -1.159 1.618 -0.501
H -1.101 1.449 1.216
H 0.845 2.266 -0.064
H 0.523 0.455 -1.681
H 1.999 -1.455 -1.458
H 2.377 -0.934 0.448
H 1.251 0.061 1.507

SMILES: C=C1CN[C@H]2C[C@]12O
orbital gap: 0.35288 Ha

---

#w takes first place; second place is 8.3 kcal/mol up.

---

#w
Computed, not measured: C6H9NO as an isolated structure, with the ωB97M-V functional and the def2-TZVPD basis.

Element x y z (Å)
C 1.627 -1.102 1.354
C 0.162 -0.672 -0.383
C -1.331 -0.338 -0.871
C -1.080 1.155 -1.416
C -0.724 1.278 0.096
C 0.545 0.614 0.358
H 2.481 -0.664 0.917
H 1.768 -2.203 1.005
H 1.570 -1.340 2.594
H 0.638 -1.653 -0.886
H -2.125 -0.824 -1.563
H -0.267 1.120 -2.235
H -1.810 1.990 -1.395
H -1.398 2.153 0.636
H 1.444 0.946 0.449
N 0.216 -0.666 1.014
O -1.717 0.206 0.328

orbital gap: 0.37120 Ha

---

#x
Computed, not measured: a 2-piece molecular cluster, C6H9NO overall, with the ωB97M-V functional and the def2-TZVPD basis.

Element x y z (Å)
C 1.175 -0.148 -1.842
N 0.960 -0.250 -0.571
C -0.268 -0.713 -0.118
C -1.460 -0.419 -0.697
C -0.193 -1.821 0.906
H 2.128 0.275 -2.193
H 0.424 -0.378 -2.615
H -1.537 0.184 -1.595
H -2.394 -0.752 -0.255
H -0.775 -1.540 1.791
H 0.839 -1.997 1.233
H -0.591 -2.760 0.512
C -0.001 1.813 1.440
C 0.842 2.337 0.570
O 1.533 3.004 -0.114
H -1.059 2.018 1.340
H 0.376 1.149 2.209

SMILES: C=NC(=C)C.C=C=O
orbital gap: 0.33717 Ha

---

#y
Computed, not measured: one molecule with the formula C6H9NO, with the ωB97M-V functional and the def2-TZVPD basis.

Element x y z (Å)
C -1.915 -1.243 -0.040
C -0.864 -0.445 0.179
C -0.983 1.102 0.211
N 0.405 1.536 0.138
C 1.005 0.416 -0.592
C 1.874 -0.847 -0.554
C 0.598 -0.724 0.330
O 1.032 -0.445 1.654
H -1.798 -2.314 -0.125
H -2.877 -0.817 -0.092
H -1.623 1.441 -0.627
H -1.472 1.499 1.094
H 0.544 2.401 -0.299
H 0.495 0.284 -1.535
H 1.935 -1.336 -1.524
H 2.749 -1.016 0.027
H 0.896 0.507 1.755

SMILES: C=C1CN[C@H]2C[C@]12O
orbital gap: 0.35235 Ha

---

#x takes first place; second place is 38.9 kcal/mol up.

---

#w
Computed, not measured: C6H9NO as an isolated structure, with the ωB97M-V functional and the def2-TZVPD basis.

Element x y z (Å)
C 1.653 0.640 -0.072
C 0.178 0.214 -0.003
C -1.021 1.358 -0.481
C -1.719 0.035 0.330
C -1.453 -1.312 -0.340
C -0.068 -1.136 -0.332
H 3.462 -0.407 -0.024
H 1.604 0.662 -1.164
H 2.135 1.499 0.618
H -1.203 1.420 -1.619
H -1.038 2.325 -0.236
H -2.762 0.177 0.866
H -0.410 -0.669 2.026
H -1.795 -2.481 -0.451
H 0.683 -1.909 -0.721
N -0.612 0.157 1.328
O 2.365 -0.573 0.273

orbital gap: 0.31824 Ha

---

#x
Computed, not measured: one molecule with the formula C6H9NO, with the ωB97M-V functional and the def2-TZVPD basis.

Element x y z (Å)
N -0.553 -2.422 -0.804
C -0.748 -1.483 0.262
C 0.320 -0.511 0.663
C 1.506 0.233 0.110
C 1.186 1.514 -0.137
C -0.210 2.105 0.125
O -1.298 1.209 0.378
C -0.793 -0.037 -0.162
H -1.444 -2.717 -1.188
H -0.099 -3.276 -0.434
H -1.441 -1.728 1.069
H 0.340 -0.438 1.734
H 2.494 -0.133 0.053
H 1.950 2.226 -0.480
H -0.194 2.864 0.891
H -0.445 2.599 -0.857
H -0.571 -0.005 -1.224

SMILES: N[C@H]1[C@H]2C=CCO[C@H]12
orbital gap: 0.35779 Ha

---

#y
Computed, not measured: C6H9NO as an isolated structure, with the ωB97M-V functional and the def2-TZVPD basis.

Element x y z (Å)
C -0.225 -0.055 -1.296
C -0.120 1.052 -0.252
C 1.410 0.792 -0.316
C 0.801 -0.703 -0.333
C 0.071 -0.913 1.002
C -0.439 0.490 1.099
H -1.707 -0.967 -0.548
H 0.170 0.200 -2.381
H -0.348 2.095 -0.408
H 2.059 1.380 0.391
H 1.951 1.175 -1.166
H 1.262 -1.716 -0.761
H 0.443 -1.473 1.865
H -1.920 -1.030 1.723
H -0.712 1.065 1.958
N -1.377 -0.606 0.957
O -1.319 -0.785 -1.534

orbital gap: 0.35928 Ha

---

#x takes first place; second place is 7.1 kcal/mol up.

---

#w
Computed, not measured: C6H9NO as an isolated structure, with the ωB97M-V functional and the def2-TZVPD basis.

Element x y z (Å)
C -0.942 -0.221 -0.403
C 0.903 0.554 -0.267
C -1.885 0.634 -0.968
C 1.953 0.238 -1.069
O -0.874 -1.522 -0.893
H -1.669 -1.694 -1.413
H 0.692 1.619 -0.185
H -2.035 1.602 -0.510
H -2.135 0.549 -2.016
H 2.253 -0.785 -1.249
H 2.679 0.987 -1.359
N -0.947 -0.308 1.116
C 0.769 -0.017 1.361
C 1.507 -0.356 2.307
H -1.273 -1.218 1.438
H -1.533 0.413 1.539
H 2.536 -0.474 2.570

orbital gap (spin up / spin down): 0.23929 / 0.23957 Ha

---

#x
Computed, not measured: C6H9NO as an isolated structure, with the ωB97M-V functional and the def2-TZVPD basis.

Element x y z (Å)
C -0.596 0.101 0.092
C -0.261 -0.856 -1.210
C 1.127 -0.625 -0.665
C 1.136 -0.859 0.901
C -0.117 -0.617 1.281
C 0.669 0.935 -0.471
H -2.272 0.903 1.345
H -2.587 -0.010 -0.758
H -0.588 -1.841 -0.940
H -0.428 -0.264 -2.085
H 2.210 -0.933 -1.150
H 2.189 -1.025 1.506
H -0.680 -1.382 2.214
H 0.425 1.290 -1.423
H 0.163 2.542 1.156
N -1.830 0.867 0.075
O 1.441 1.774 0.132

orbital gap: 0.24119 Ha

---

#w takes first place; second place is 99.1 kcal/mol up.

---

#w
Computed, not measured: a 2-piece molecular cluster, C2H9N4 overall, with the ωB97M-V functional and the def2-TZVPD basis.

Element x y z (Å)
C -2.214 0.646 -0.750
C -1.212 -0.102 1.286
N 1.141 -0.270 1.146
N 0.082 -0.394 1.750
N -1.213 0.495 -0.047
N 2.137 -0.157 -1.317
H -3.091 0.016 -0.694
H -1.996 1.216 -1.726
H 2.878 0.532 -1.415
H -1.998 -0.826 1.287
H -1.438 0.554 2.124
H 2.080 -0.421 1.706
H 2.176 -1.190 -1.404
H 1.213 0.030 0.167
H 1.456 -0.131 -2.114

total charge: +1
orbital gap: 0.32244 Ha

---

#x
Computed, not measured: a 2-piece molecular cluster, C2H9N4 overall, with the ωB97M-V functional and the def2-TZVPD basis.

Element x y z (Å)
C -0.687 -0.888 -0.719
C 1.302 -0.144 0.210
N 0.356 -0.932 0.005
N 1.104 1.014 0.904
N 2.526 -0.423 -0.179
N -2.521 0.278 -0.156
H -1.255 -1.787 -0.708
H -0.812 -0.169 -1.452
H 0.220 1.340 1.086
H 1.772 1.532 1.461
H 2.619 -1.217 -0.735
H 3.327 0.011 0.155
H -2.599 1.165 -0.640
H -2.130 0.637 0.779
H -3.224 -0.417 -0.011

total charge: +1
orbital gap: 0.40521 Ha

---

#x takes first place; second place is 64.3 kcal/mol up.

---

#w
Computed, not measured: a 2-piece molecular cluster, C3H11NOS2 overall, with the ωB97M-V functional and the def2-TZVPD basis.

Element x y z (Å)
C -2.481 1.252 -0.549
S -1.114 0.434 -1.491
S -0.446 -0.817 0.041
C 0.596 -1.023 1.629
C 0.562 0.205 2.524
N 1.686 1.119 2.491
H -3.076 1.847 -1.236
H -3.012 0.419 -0.088
H -2.000 1.756 0.284
H 1.580 -1.292 1.253
H 0.077 -1.877 2.049
H 0.235 -0.001 3.551
H -0.327 0.786 2.264
H 2.539 0.681 2.162
H 1.557 1.920 1.886
O 2.288 -1.025 -2.547
H 2.595 -1.890 -2.845
H 2.279 -0.542 -3.381

SMILES: CSSCCN.O
orbital gap: 0.29133 Ha

---

#x
Computed, not measured: a 2-piece molecular cluster, C3H11NOS2 overall, with the ωB97M-V functional and the def2-TZVPD basis.

Element x y z (Å)
C 0.627 -2.223 -2.204
C 0.188 -0.980 -1.468
N 1.009 0.161 -1.868
C 0.331 -1.206 0.032
S -1.026 -0.391 0.993
S 0.205 0.750 2.256
H 1.685 -2.483 -2.067
H 0.461 -2.125 -3.286
H 0.043 -3.075 -1.881
H -0.880 -0.849 -1.658
H 0.519 1.044 -1.840
H 1.305 0.064 -2.834
H 1.240 -0.752 0.432
H 0.326 -2.235 0.374
H -0.774 1.103 3.088
O -0.453 3.128 -0.951
H -0.765 2.272 -0.638
H 0.493 3.175 -0.781

SMILES: C[C@H](N)CSS.O
orbital gap: 0.31806 Ha

---

#y
Computed, not measured: a 2-piece molecular cluster, C3H11NOS2 overall, with the ωB97M-V functional and the def2-TZVPD basis.

Element x y z (Å)
C -2.671 -1.708 0.968
N -1.284 -1.357 1.220
C -1.131 0.093 1.371
C 0.349 0.420 1.552
S 1.286 0.422 -0.040
S 0.784 2.120 -0.944
H -3.300 -1.418 1.806
H -2.794 -2.770 0.774
H -3.089 -1.158 0.110
H -0.716 -1.610 0.413
H -1.644 0.657 0.588
H -1.524 0.363 2.360
H 0.712 -0.373 2.213
H 0.556 1.337 2.100
H -0.334 1.710 -1.581
O 0.555 -2.044 -2.332
H 0.945 -2.852 -1.932
H 1.281 -1.438 -2.419

SMILES: CNCCSS.O
orbital gap: 0.35352 Ha

---

#z
Computed, not measured: a 2-piece molecular cluster, C3H11NOS2 overall, with the ωB97M-V functional and the def2-TZVPD basis.

Element x y z (Å)
N 1.724 1.177 -0.270
C 0.414 0.497 -0.437
C -0.385 0.354 0.833
C -1.471 -0.735 0.665
S -2.708 -0.566 1.973
S -4.405 -1.346 1.121
H 1.728 2.121 -0.622
H 2.035 1.145 0.690
H 0.648 -0.471 -0.889
H -0.125 1.077 -1.158
H -0.905 1.283 1.062
H 0.243 0.105 1.694
H -1.035 -1.728 0.603
H -1.955 -0.510 -0.291
H -4.230 -2.613 1.528
O 3.717 -0.179 -2.389
H 3.066 -0.388 -1.695
H 3.645 0.778 -2.416

SMILES: NCCCSS.O
orbital gap: 0.35990 Ha

---

#z takes first place; second place is 3.9 kcal/mol up.

---

#w
Computed, not measured: a 2-piece molecular cluster, C3H11NOS2 overall, with the ωB97M-V functional and the def2-TZVPD basis.

Element x y z (Å)
C -0.962 1.508 2.669
C -0.312 1.578 1.326
N 1.135 1.517 1.435
C -0.843 0.508 0.376
S -0.371 0.753 -1.351
S 0.002 -1.195 -1.870
H -1.031 0.470 3.027
H -0.499 2.060 3.492
H -1.988 1.868 2.676
H -0.682 2.493 0.849
H 1.558 1.565 0.514
H 1.456 2.342 1.927
H -0.540 -0.473 0.774
H -1.913 0.478 0.437
H 1.315 -1.284 -2.157
O 1.111 -3.457 0.505
H 0.911 -4.076 1.212
H 1.783 -2.847 0.810

SMILES: C[C@@H](N)CSS.O
orbital gap: 0.34231 Ha

---

#x
Computed, not measured: a 2-piece molecular cluster, C3H11NOS2 overall, with the ωB97M-V functional and the def2-TZVPD basis.

Element x y z (Å)
C -2.304 0.990 0.512
N -0.954 0.809 1.122
C -0.285 -0.366 0.583
C 0.990 -0.849 1.330
S 2.305 0.260 0.605
S 3.356 -0.784 -0.873
H -2.823 0.002 0.456
H -2.930 1.717 1.051
H -2.367 1.180 -0.654
H -0.544 1.763 1.086
H 0.008 -0.093 -0.470
H -1.040 -1.155 0.699
H 0.894 -0.408 2.377
H 1.192 -1.978 1.180
H 4.240 -1.459 -0.011
O -0.187 -0.099 -2.738
H 0.697 0.317 -2.463
H -0.248 0.154 -3.792

SMILES: CNCCSS.O
orbital gap: 0.33295 Ha

---

#w takes first place; second place is 35.1 kcal/mol up.

---

#w
Computed, not measured: C6H4 as an isolated structure, with the ωB97M-V functional and the def2-TZVPD basis.

Element x y z (Å)
C -2.996 0.668 -0.500
C -2.963 -0.639 0.471
C -1.745 0.693 -0.008
C -1.683 -0.822 -0.080
C -0.220 0.767 0.158
C -0.221 -0.782 -0.172
H 0.374 1.463 -0.462
H 0.086 1.057 1.135
H 0.466 -1.469 0.427
H 0.092 -0.901 -1.151

orbital gap: 0.32165 Ha

---

#x
Computed, not measured: one molecule with the formula C6H4, with the ωB97M-V functional and the def2-TZVPD basis.

Element x y z (Å)
C -1.775 1.078 -0.666
C -0.844 1.263 0.148
C -0.046 0.116 0.520
C -0.720 -1.085 0.447
C 1.374 0.198 0.293
C 2.561 0.264 0.055
H -2.285 1.084 -1.617
H -1.589 -1.237 1.088
H -0.290 -1.929 -0.094
H 3.613 0.248 -0.174

SMILES: C#CC(=C)C#C
orbital gap: 0.29958 Ha

---

#y
Computed, not measured: one molecule with the formula C6H4, with the ωB97M-V functional and the def2-TZVPD basis.

Element x y z (Å)
C 2.839 0.042 0.026
C 1.568 -0.089 -0.133
C 0.322 -0.007 -0.168
C -1.027 -0.053 -0.030
C -2.317 0.554 0.345
C -2.283 -0.582 -0.364
H 3.521 -0.787 0.095
H 3.047 0.968 0.503
H -2.950 1.481 0.513
H -2.720 -1.528 -0.787

SMILES: C=C=C=C1C=C1
orbital gap: 0.29536 Ha

---

#z
Computed, not measured: one molecule with the formula C6H4, with the ωB97M-V functional and the def2-TZVPD basis.

Element x y z (Å)
C 1.108 2.057 0.569
C -0.039 1.399 0.523
C -0.530 0.255 0.030
C -1.526 -0.591 -0.465
C 0.207 -0.889 -0.504
C -0.772 -1.900 -0.510
H 2.154 1.508 0.392
H 1.119 3.092 0.839
H -0.831 -2.480 0.479
H -0.890 -2.453 -1.352

SMILES: C=C=C1C2=C1C2
orbital gap (spin up / spin down): 0.26419 / 0.31542 Ha

---

#y takes first place; second place is 22.7 kcal/mol up.